This record from the OMol25 dataset describes a cluster of 7 separate species, C17H50N2O9 in total at a distorted geometry. The level of theory is ωB97M-V/def2-TZVPD.

CARTESIAN COORDINATES (ANGSTROEM)
C  -2.10634  4.59892  0.82259
O  -1.16441  3.95870  -0.02791
H  -2.38410  3.96515  1.66477
H  -1.62722  5.46138  1.28595
H  -3.03368  4.92569  0.35207
H  -0.97519  4.45452  -0.82788
C  -0.86126  0.03451  1.06280
O  -1.48248  1.24004  1.13133
H  -1.58221  -0.76475  0.89104
H  -0.24228  -0.02715  0.16773
H  -0.27862  -0.18369  1.95781
H  -0.98298  1.88294  0.62264
C  -4.52978  1.92712  0.02458
O  -3.52558  2.34656  -0.91065
H  -4.13509  1.20168  0.73595
H  -4.87731  2.76580  0.62787
H  -5.42368  1.64834  -0.53337
H  -2.80922  2.67534  -0.36263
C  -3.72335  1.00473  3.76090
O  -4.14289  0.14108  4.75130
H  -3.00973  0.61914  3.03277
H  -4.55461  1.28605  3.11439
H  -3.39810  1.95711  4.17957
H  -5.05390  0.35624  4.96429
C  0.02760  -3.01069  -1.30731
O  -0.20912  -3.02218  -2.69164
H  0.27694  -3.99247  -0.90479
H  0.99531  -2.51399  -1.23722
H  -0.76092  -2.55876  -0.70554
H  -0.81428  -2.29702  -2.86352
C  2.51418  -0.99166  -3.39933
O  1.44377  -0.41610  -2.61029
C  0.56725  0.48808  -3.36349
C  -0.88348  0.64110  -2.75733
N  -1.68385  -0.55633  -2.83707
C  -2.93182  -0.43556  -1.97080
C  -3.82149  -1.65965  -2.30857
O  -4.18571  -1.49961  -3.71188
C  -5.15275  -2.46106  -4.13552
H  3.18708  -0.28185  -3.88046
H  2.10584  -1.58124  -4.22016
H  3.22984  -1.52185  -2.77097
H  0.35435  0.11481  -4.36521
H  1.25548  1.33333  -3.36846
H  -1.36910  1.40369  -3.36620
H  -0.82132  1.01962  -1.73706
H  -2.01998  -0.68437  -3.78085
H  -3.45529  0.49501  -2.19016
H  -2.60557  -0.51733  -0.93399
H  -4.61883  -1.55537  -1.57271
H  -3.27141  -2.58935  -2.16302
H  -4.98344  -3.48161  -3.79213
H  -5.12722  -2.36331  -5.22083
H  -6.12324  -2.04991  -3.85760
C  2.43238  2.09263  1.07474
O  3.37260  1.02646  0.97617
C  2.71162  -0.20063  1.06334
C  3.63808  -1.40059  0.67611
N  3.96729  -2.41468  1.73184
C  4.65802  -1.89245  2.96234
C  6.16873  -1.64644  2.70830
O  6.91528  -1.25989  3.88251
C  6.89539  0.06411  4.17948
H  1.66543  1.94119  0.31516
H  2.79919  3.11708  1.01111
H  2.02659  2.04915  2.08546
H  1.81063  -0.29369  0.45700
H  2.42705  -0.31431  2.10938
H  4.61502  -1.12815  0.27678
H  3.13597  -1.94395  -0.12436
H  3.08446  -2.79167  2.04583
H  4.49346  -2.67329  3.70484
H  4.29144  -0.91186  3.26591
H  6.26239  -0.99911  1.83636
H  6.68865  -2.54322  2.37129
H  5.85711  0.37705  4.28972
H  7.54650  0.57494  3.47012
H  7.32189  0.24153  5.16676

E_HOMO: -8.8 eV
E_LUMO: 0.3 eV
2S+1: 1
SMILES: COCCNCCOC.COCCNCCOC.CO.CO.CO.CO.CO
Net charge: 0
Gap between HOMO and LUMO: 9.154 eV

Here are the Löwdin charges for atoms 1 to 6, given in e: -0.139 -0.127 0.085 0.082 0.087 0.100